1.
An isolated molecule of C6H12O in a non-equilibrium geometry. Source: OMol25; level of theory: ωB97M-V/def2-TZVPD.

Its SMILES is CC[C@H]1CCCO1. Its LUMO energy is 1.069 eV. As for the frontier orbital gap: 10.6 eV. The calculation puts the strongest force on any atom at 0.0502 Eh/bohr. The value obtained for the HOMO energy is -0.3503 Eh. For the energy above the lowest of the compared OMol25 structures with the same formula, charge and spin, the calculation gives 2.7719 eV.

Geometry (Å):
C -0.32 -0.18 2.24
C -1.37 -0.13 0.84
C -0.46 -0.77 -0.25
C -0.46 -0.11 -1.62
C 0.86 0.70 -1.66
C 1.51 0.51 -0.30
O 1.19 -0.82 0.02
H 0.28 -1.07 2.00
H 0.47 0.52 2.64
H -1.00 -0.36 3.07
H -2.19 -0.80 1.18
H -1.98 0.73 0.42
H -0.57 -1.84 -0.20
H -0.47 -0.89 -2.39
H -1.32 0.55 -1.83
H 0.70 1.76 -1.88
H 1.50 0.27 -2.44
H 2.57 0.81 -0.33
H 1.05 1.11 0.49



2.
An isolated molecule of C20H22ClN3O3 in a non-equilibrium geometry. Source: OMol25; level of theory: ωB97M-V/def2-TZVPD.

Its SMILES is C=CCC1(CC=C)CCCN1C(=O)c1cc(COc2cncc(Cl)c2)on1. Its LUMO energy is 0.540 eV. As for the frontier orbital gap: 9.5 eV. The calculation puts the strongest force on any atom at 0.0240 Eh/bohr. The value obtained for the HOMO energy is -0.3293 Eh. For the energy above the lowest of the compared OMol25 structures with the same formula, charge and spin, the calculation gives 4.4911 eV.

Geometry (Å):
C 3.10 -2.66 3.16
C 3.24 -1.86 2.12
C 3.19 -0.37 2.20
H 4.02 0.04 1.61
H 3.33 -0.07 3.24
C 1.88 0.28 1.71
N 1.62 -0.02 0.30
C 1.09 -1.18 -0.12
O 0.96 -2.19 0.55
C 0.54 -1.15 -1.51
N 1.18 -0.86 -2.61
O 0.28 -0.90 -3.63
C -0.93 -1.22 -3.14
C -0.83 -1.41 -1.79
H -1.59 -1.68 -1.09
C -2.12 -1.17 -4.04
O -3.30 -0.87 -3.31
C -3.29 0.22 -2.49
C -2.34 1.24 -2.50
N -2.36 2.24 -1.64
C -3.32 2.31 -0.73
C -4.33 1.35 -0.67
C -4.32 0.29 -1.55
H -5.07 -0.48 -1.53
Cl -5.58 1.48 0.52
H -3.28 3.14 -0.05
H -1.53 1.28 -3.21
H -2.32 -2.15 -4.48
H -1.94 -0.45 -4.84
C 1.75 1.15 -0.55
C 2.55 2.13 0.30
C 2.07 1.81 1.71
H 2.77 2.13 2.47
H 1.11 2.31 1.89
H 2.36 3.17 0.01
H 3.62 1.93 0.20
H 2.26 0.89 -1.48
H 0.76 1.56 -0.79
C 0.70 -0.15 2.59
C -0.63 0.26 2.02
C -1.57 -0.59 1.66
H -2.51 -0.25 1.26
H -1.44 -1.65 1.77
H -0.79 1.32 1.90
H 0.83 0.30 3.57
H 0.72 -1.24 2.70
H 3.41 -2.28 1.13
H 3.14 -3.73 3.07
H 2.93 -2.27 4.15



3.
C15H9ClLiNO8 as an isolated structure in a non-equilibrium geometry. Source: OMol25; level of theory: ωB97M-V/def2-TZVPD.

Its LUMO energy is 4.546 eV. As for the frontier orbital gap: 6.5 eV. The calculation puts the strongest force on any atom at 0.0363 Eh/bohr. The value obtained for the HOMO energy is -0.0702 Eh. The charge is -2. For the energy above the lowest of the compared OMol25 structures with the same formula, charge and spin, the calculation gives 0.2207 eV.

Geometry (Å):
Li 0.32 1.47 -0.04
O 2.72 -2.67 0.61
C 2.26 -1.42 0.90
O 1.14 -1.24 1.25
C 3.32 -0.38 0.79
C 4.65 -0.70 0.97
C 5.58 0.33 0.99
C 5.13 1.62 0.82
C 3.78 1.86 0.59
N 2.89 0.87 0.57
C 3.29 3.30 0.27
O 4.17 4.17 0.39
O 2.10 3.39 -0.08
H 1.95 -3.24 0.67
H 4.94 -1.73 1.13
H 6.63 0.12 1.16
H 5.80 2.48 0.84
C -0.63 -0.09 -1.08
C -1.71 -0.67 -1.08
C -3.00 -1.28 -1.13
C -4.16 -0.48 -1.15
C -5.42 -1.05 -1.21
C -5.58 -2.43 -1.24
C -4.44 -3.23 -1.21
C -3.18 -2.67 -1.16
H -4.04 0.59 -1.08
H -6.29 -0.41 -1.23
H -6.56 -2.88 -1.28
H -4.55 -4.31 -1.23
H -2.31 -3.31 -1.14
O -0.99 1.84 1.43
Cl -1.76 2.80 0.67
O -1.74 4.07 1.36
O -3.13 2.35 0.57
O -1.20 2.94 -0.64



4.
A 2-piece molecular cluster, C4H12N2S overall in a non-equilibrium geometry. Source: OMol25; level of theory: ωB97M-V/def2-TZVPD.

Its expectation value of S² is 0.754. Its LUMO energy (alpha / beta) is 3.640 / 3.430 eV. Its spin multiplicity is 2. As for the frontier orbital gap (alpha / beta): 6.1 / 5.9 eV. The calculation puts the strongest force on any atom at 0.0392 Eh/bohr. The value obtained for the HOMO energy (alpha / beta) is -0.0910 / -0.0908 Eh. The charge is -1. For the energy above the lowest of the compared OMol25 structures with the same formula, charge and spin, the calculation gives 0.4942 eV.

Geometry (Å):
C -1.98 -0.11 2.72
C -0.34 1.15 1.56
N -0.61 -0.12 2.27
H -2.27 -1.15 2.92
H -2.71 0.31 2.02
H -2.07 0.43 3.67
H -0.82 1.99 2.06
H 0.68 1.43 1.32
H -0.83 0.71 0.67
C 0.63 -0.98 -1.75
C 1.81 -0.18 -1.19
S 1.51 1.62 -1.33
N 0.38 -0.68 -3.17
H -0.27 -0.64 -1.24
H 0.74 -2.06 -1.64
H 2.75 -0.43 -1.68
H 1.91 -0.43 -0.13
H 0.97 -1.20 -3.80
H 0.52 0.32 -3.29